One molecule with the formula C5H10O2, computed with ωB97M-V with the def2-TZVPD basis set.

XYZ file:
```
17
Properties=species:S:1:pos:R:3:nbo_charge:R:1
C 1.4124 -0.6863 -1.9718 -0.632
C 0.2549 -0.0329 -1.2617 0.373
O 0.6568 1.1820 -0.6659 -0.530
C -0.1604 1.3693 0.4759 -0.092
C -0.8910 0.0202 0.6680 0.064
C -0.8314 -0.5318 2.0774 -0.618
O -0.1911 -0.8478 -0.2096 -0.523
H 2.2002 -0.9054 -1.2465 0.222
H 1.0806 -1.6180 -2.4376 0.219
H 1.8083 -0.0226 -2.7452 0.221
H -0.5850 0.1667 -1.9551 0.127
H 0.4849 1.6123 1.3285 0.180
H -0.8662 2.1966 0.3206 0.175
H -1.9367 0.1068 0.3304 0.164
H -1.3140 -1.5121 2.1310 0.221
H -1.3368 0.1422 2.7781 0.212
H 0.2146 -0.6390 2.3834 0.215
```

For the energy, the calculation gives -9441.825 eV. As for the SMILES: C[C@@H]1OC[C@H](C)O1. The gap between HOMO and LUMO comes out at 11.073 eV. The value obtained for the LUMO energy is 1.1298 eV.

A 2-piece molecular cluster, C5H10O2 overall in a non-equilibrium geometry, computed with ωB97M-V with the def2-TZVPD basis set.

XYZ file:
```
17
Properties=species:S:1:pos:R:3:nbo_charge:R:1
C -1.8602 -1.1511 2.5986 -0.692
C -1.0258 -0.7194 1.3358 0.084
C 0.2869 -0.8082 1.3327 -0.164
C 1.0794 -0.6323 0.1438 -0.195
C 0.6494 0.0210 -0.8942 0.310
O 1.4693 0.2712 -1.9381 -0.643
H -1.8682 -2.2923 2.7283 0.280
H -1.3692 -0.7423 3.5042 0.255
H -2.9068 -0.9464 2.6453 0.262
H -1.6679 -0.4479 0.4859 0.224
H 0.7566 -1.1485 2.2675 0.254
H 2.1972 -0.8528 0.2963 0.271
H -0.2889 0.2702 -1.1232 0.207
H 1.8791 -0.5515 -2.3208 0.536
H 0.3722 2.1122 -2.4075 0.467
H -0.2895 2.2791 -1.0737 0.439
O -0.4184 2.4862 -2.0747 -0.893
```

For the energy, the calculation gives -9431.344 eV. The charge is +1. Its spin multiplicity is 2. The gap between HOMO and LUMO (spin up / spin down) comes out at 9.769 / 6.703 eV. The value obtained for the LUMO energy (spin up / spin down) is -5.1217 / -8.2147 eV.

C5H10O2Pm as an isolated structure in a non-equilibrium geometry, computed with ωB97M-V with the def2-TZVPD basis set.

XYZ file:
```
18
Properties=species:S:1:pos:R:3:mulliken_spin:R:1
C 2.3252 -3.0515 -0.6522 -0.002
O 2.7458 -1.7156 -0.4434 0.004
C 2.9775 -1.2974 0.8910 0.071
C 3.6468 0.0064 0.8143 -0.480
H 2.1276 -3.1574 -1.7234 0.000
H 3.1208 -3.7146 -0.2853 0.001
H 1.3991 -3.2726 -0.1022 -0.001
H 3.4906 -2.0613 1.4805 -0.031
H 4.6665 0.0158 0.4101 -0.006
H 3.4955 0.6396 1.6980 -0.001
C -0.0552 0.9071 2.5400 0.516
C -0.1334 -0.0629 1.4647 0.158
O 0.0581 0.4372 0.2759 0.205
Pm 2.1124 0.9333 -0.9076 4.512
H -0.8366 0.9399 3.3001 0.031
H 0.6854 1.7012 2.4049 0.038
H -0.9944 -0.7499 1.5541 0.012
H 1.7328 -1.3041 1.6127 -0.029
```

For the energy, the calculation gives -25973.994 eV. The charge is +2. Its spin multiplicity is 6. The gap between HOMO and LUMO (spin up / spin down) comes out at 6.814 / 7.282 eV. The value obtained for the LUMO energy (spin up / spin down) is -10.0331 / -9.9038 eV.

One molecule with the formula C5H10O2S in a non-equilibrium geometry, computed with ωB97M-V with the def2-TZVPD basis set.

XYZ file:
```
18
Properties=species:S:1:pos:R:3:nbo_charge:R:1
C 2.8986 0.4558 -0.0198 -0.762
S 1.5521 -0.8023 -0.2460 0.214
C -0.0342 0.0278 0.0562 0.118
C -0.2016 1.3327 -0.8125 -0.671
C -0.1689 0.3341 1.5380 -0.669
O -1.0689 -0.9604 -0.1551 -0.523
C -2.3417 -0.5642 -0.1888 0.665
O -2.8853 0.5074 -0.0891 -0.581
H 3.2157 1.0942 -0.9690 0.224
H 2.6951 1.1470 0.8179 0.225
H 3.7966 -0.1092 0.2746 0.244
H -0.6990 0.9801 -1.8673 0.242
H -0.9222 2.1352 -0.2786 0.250
H 0.9886 1.7229 -0.8900 0.228
H 0.2598 -0.4783 2.1585 0.238
H 0.5911 1.2062 1.6332 0.202
H -1.1432 0.8625 1.8325 0.244
H -2.8964 -1.6158 -0.2626 0.113
```

For the energy, the calculation gives -20275.466 eV. As for the SMILES: CSC(C)(C)OC=O. The gap between HOMO and LUMO comes out at 9.770 eV. The value obtained for the LUMO energy is 0.7278 eV.

One molecule with the formula C5H10O2Se in a non-equilibrium geometry, computed with ωB97M-V with the def2-TZVPD basis set.

XYZ file:
```
18
Properties=species:S:1:pos:R:3:nbo_charge:R:1
O -0.1713 1.0518 -2.3436 -0.698
C -0.8619 0.9194 -1.1382 0.047
C -0.2586 1.4884 0.1616 -0.470
C -0.2952 0.5141 1.3005 -0.402
C 0.5921 -0.7405 1.2356 -0.428
C 0.2799 -1.5021 -0.0225 -0.111
O 1.4363 -1.5499 -1.0236 -0.749
Se -1.3506 -1.0993 -0.8759 0.169
H 0.7086 0.6715 -2.1982 0.477
H -1.8241 1.2941 -1.4120 0.192
H -0.8246 2.3265 0.4759 0.228
H 0.7483 1.8630 -0.0824 0.221
H -1.2104 0.0609 1.5931 0.219
H -0.0270 0.9895 2.2360 0.208
H 1.5794 -0.4227 1.3386 0.222
H 0.3504 -1.3021 2.1655 0.213
H 0.1450 -2.4499 0.3360 0.187
H 0.9838 -2.1125 -1.7464 0.474
```

For the energy, the calculation gives -74786.826 eV. As for the SMILES: O[C@@H]1CCC[C@H](O)[Se]1. The gap between HOMO and LUMO comes out at 9.281 eV. The value obtained for the LUMO energy is 0.6213 eV.

A 3-piece molecular cluster, C5H10O3 overall in a non-equilibrium geometry, computed with ωB97M-V with the def2-TZVPD basis set.

XYZ file:
```
18
Properties=species:S:1:pos:R:3:nbo_charge:R:1
C -0.3793 -0.6281 0.7257 0.963
C 0.1529 -0.4973 2.8810 -0.646
C 0.3237 1.8414 -1.6400 -0.707
C 0.4475 0.3867 -1.4181 0.186
C 0.6366 -0.6072 -2.2517 -0.512
O 0.6172 0.1171 0.5838 -0.536
O -0.2929 -1.9358 0.4265 -0.686
O -1.6600 -0.1875 0.6927 -0.713
H -1.1544 -2.3591 0.5425 0.496
H -1.6493 0.7660 0.5283 0.501
H 0.2277 0.5504 3.1340 0.184
H -0.7349 -0.9986 3.2453 0.179
H 1.0737 -1.0611 2.9064 0.191
H 0.5445 2.1026 -2.6836 0.221
H -0.6814 2.2001 -1.4052 0.214
H 1.0310 2.3807 -1.0071 0.235
H 0.8435 -0.4229 -3.3078 0.202
H 0.6539 -1.6475 -1.9527 0.229
```

For the energy, the calculation gives -11484.284 eV. The gap between HOMO and LUMO (spin up / spin down) comes out at 8.399 / 7.013 eV. The value obtained for the LUMO energy (spin up / spin down) is 0.5506 / 0.1307 eV.

Relative energy (zero: lowest compared OMol25 entry of this formula, charge and spin), respectively: 117.54 169.60 215.04 214.74 92.22 569.55 kJ/mol.